# 1
The following is a DFT calculation (wB97M-V/def2-TZVPD) of a 3-piece molecular cluster, C5H13NO3S overall at a distorted geometry.

Cartesian coordinates (Å):
C1 -2.0512 1.6893 -0.4117
C2 -2.0235 -0.6681 0.1840
C3 2.4824 -2.8331 -0.3458
C4 -1.1989 0.4319 -0.5589
C5 2.5686 -1.4321 -0.8366
N1 -0.0026 0.6553 0.2017
O1 -0.7497 2.6488 2.9577
O2 2.3548 -0.9369 -1.8745
O3 0.7357 3.4209 1.0525
S1 0.2900 2.4240 1.9886
H1 -2.6705 1.6149 -1.3612
H2 -2.4190 1.7902 0.5726
H3 -1.3386 2.5235 -0.5683
H4 -1.7675 -1.7168 -0.0086
H5 -3.1224 -0.4815 0.0580
H6 -1.7096 -0.4403 1.2337
H7 3.0908 -2.7806 0.5119
H8 3.0729 -3.4578 -1.0127
H9 1.4791 -3.1341 -0.2800
H10 -1.1086 0.1742 -1.6331
H11 2.8889 -0.7335 0.1044
H12 0.6209 1.3708 -0.2541
H13 0.5779 -0.1290 0.2805

LUMO level = 0.0008 Ha
Net charge = 0
Frontier orbital gap = 0.35528 hartree
2S+1 = 1

# 2
The following is a DFT calculation (wB97M-V/def2-TZVPD) of a 2-piece molecular cluster, C2H2FO3P overall at a distorted geometry.

Cartesian coordinates (Å):
C1 -0.0747 0.0466 0.8174
C2 -0.7819 1.5183 -1.1814
O1 -2.0947 2.1263 -3.5471
O2 0.4238 2.6312 -3.6437
O3 -0.8850 3.0340 -1.2929
F1 -2.0784 0.9803 -1.2252
P1 -0.7639 2.2139 -2.8720
H1 0.7501 -0.3117 0.0641
H2 0.4040 0.9442 1.4444

LUMO level (alpha / beta) = 0.2659 / 0.2659 Ha
Net charge = -2
Frontier orbital gap (alpha / beta) = 0.23617 / 0.23559 hartree
2S+1 = 1

# 3
The following is a DFT calculation (wB97M-V/def2-TZVPD) of a 14-piece molecular cluster, C14H16Cl39F3N overall at a distorted geometry.

Cartesian coordinates (Å):
N1 1.2497 0.6845 3.7480
C1 1.9314 -0.6168 3.5179
F1 1.2634 -1.5262 4.1896
F2 1.9789 -0.9336 2.2848
F3 3.1107 -0.5603 4.0648
H1 1.7586 1.1507 4.5110
H2 0.2789 0.4854 4.0216
H3 1.2725 1.3338 2.9101
C2 0.9718 -1.2835 -0.8092
Cl1 1.4767 -1.4549 -2.4882
Cl2 0.2970 0.3307 -0.5360
Cl3 -0.1955 -2.5304 -0.3726
H4 1.8447 -1.3996 -0.1792
C3 -0.0199 -3.7109 6.6262
Cl4 -1.1532 -2.9128 7.7191
Cl5 0.7215 -5.1062 7.4076
Cl6 -0.8335 -4.1904 5.1326
H5 0.7645 -3.0074 6.3772
C4 2.2289 -8.5568 5.7442
Cl7 3.5139 -7.7321 4.8504
Cl8 1.1292 -9.3757 4.6338
Cl9 2.9128 -9.7001 6.9009
H6 1.6650 -7.8123 6.2953
C5 -0.1776 4.1243 1.2157
Cl10 1.1136 4.8569 0.2859
Cl11 -1.2575 3.1940 0.1897
Cl12 0.4997 3.0663 2.4969
H7 -0.7457 4.9106 1.6999
C6 -1.1373 6.0513 -2.9327
Cl13 -2.6457 5.1911 -2.5951
Cl14 -0.7034 7.0981 -1.5783
Cl15 0.1626 4.9034 -3.2756
H8 -1.2827 6.6713 -3.8062
C7 -4.1340 1.4438 -2.9045
Cl16 -3.4083 -0.0210 -3.5590
Cl17 -3.0790 2.1587 -1.6702
Cl18 -4.4669 2.6042 -4.1890
H9 -5.0736 1.1787 -2.4342
C8 -0.0391 -10.9979 1.4045
Cl19 -1.1863 -10.2032 2.4894
Cl20 0.7079 -12.3873 2.1965
Cl21 -0.8360 -11.4864 -0.0927
H10 0.7414 -10.2884 1.1577
C9 -5.6801 -3.2622 -4.3622
Cl22 -3.9772 -3.1386 -4.8225
Cl23 -5.9348 -4.6430 -3.2950
Cl24 -6.2335 -1.7713 -3.5914
H11 -6.2637 -3.4148 -5.2616
C10 4.1011 0.5881 -4.2966
Cl25 4.8198 -0.8449 -5.0371
Cl26 5.1599 1.2392 -3.0379
Cl27 3.7580 1.8140 -5.5170
H12 3.1659 0.3002 -3.8313
C11 -4.1522 -7.5791 2.8179
Cl28 -2.8658 -6.7609 1.9211
Cl29 -5.2550 -8.3977 1.7125
Cl30 -3.4718 -8.7210 3.9789
H13 -4.7122 -6.8316 3.3658
C12 -3.8186 8.6897 -5.5983
Cl31 -3.0569 8.4749 -7.1749
Cl32 -3.5690 7.2600 -4.5854
Cl33 -3.1960 10.1328 -4.7952
H14 -4.8837 8.8165 -5.7490
C13 2.0357 10.5225 -1.1444
Cl34 3.4003 10.8945 -2.1969
Cl35 0.5127 10.6518 -2.0274
Cl36 2.2135 8.9088 -0.4414
H15 2.0224 11.2438 -0.3367
C14 6.8841 4.3650 -1.5448
Cl37 7.0091 3.5488 0.0208
Cl38 5.8638 5.8008 -1.4167
Cl39 8.4824 4.7877 -2.1541
H16 6.4218 3.6829 -2.2477

LUMO level = -0.1363 Ha
Net charge = +1
Frontier orbital gap = 0.30975 hartree
2S+1 = 1

# 4
The following is a DFT calculation (wB97M-V/def2-TZVPD) of a 4-piece molecular cluster, CH9O3S overall at a distorted geometry.

Cartesian coordinates (Å):
C1 -0.6214 -1.6516 2.6291
S1 0.5351 -0.2381 2.7979
H1 -1.1828 -1.7714 3.5508
H2 -0.0752 -2.5900 2.5124
H3 -1.3109 -1.4327 1.8164
H4 1.3989 -1.9761 0.0467
H5 0.8812 -0.7025 0.4286
O1 1.0320 -1.2274 -0.4070
H6 -0.5308 1.6684 2.4030
H7 -1.4321 2.0608 1.2680
O2 -0.9438 2.4525 1.9945
H8 0.3761 1.2202 -6.0298
H9 1.0270 2.5110 -6.3040
O3 0.8468 1.6768 -6.7067

LUMO level = 0.1046 Ha
Net charge = -1
Frontier orbital gap = 0.22032 hartree
2S+1 = 1